ORCA calculation (ωB97M-V/def2-TZVPD) on 10 unconnected molecules or ions with the total composition C10H40N20O10.

Results
* net charge: 0
* LUMO energy: -0.164 eV
* orbital gap: 9.25 eV
* E: -61299.112 eV
* SMILES: NC(N)=O.NC(N)=O.NC(N)=O.NC(N)=O.NC(N)=O.NC(N)=O.NC(N)=O.NC(N)=O.NC(N)=O.NC(N)=O

Each line ends with the Mulliken charge.
Cartesian coordinates (Å):
C  1.06551  0.56550  7.14564  0.608
O  1.17343  1.71550  7.20897  -0.561
N  1.08035  -0.15117  6.00617  -0.344
N  0.88606  -0.28835  8.11664  -0.351
H  0.93009  -1.13596  6.17265  0.109
H  1.09693  0.19876  5.05887  0.186
H  1.00567  0.01333  9.07309  0.205
H  0.68398  -1.23483  7.82779  0.149
C  0.44452  -0.94140  -0.74093  0.667
O  1.55495  -1.23173  -1.26079  -0.712
N  -0.07443  -1.54019  0.33899  -0.413
N  -0.21940  0.07208  -1.15591  -0.368
H  0.47719  -2.23614  0.82011  0.238
H  -1.00827  -1.22490  0.55953  0.158
H  -1.15925  0.33941  -0.90032  0.188
H  0.25828  0.26113  -2.02550  0.244
C  -2.44517  -6.53599  -1.52265  0.635
O  -2.55687  -5.89445  -2.56348  -0.699
N  -2.37154  -7.84786  -1.52974  -0.408
N  -2.42054  -5.98470  -0.42921  -0.320
H  -2.41292  -8.29812  -0.62661  0.166
H  -2.57219  -8.34543  -2.38547  0.229
H  -2.60649  -5.00052  -0.29918  0.215
H  -2.05107  -6.49201  0.36214  0.181
C  -4.20867  2.76597  3.47685  0.674
O  -3.56335  2.39355  2.49702  -0.655
N  -3.83169  3.15196  4.68532  -0.402
N  -5.51470  2.74482  3.43305  -0.366
H  -4.59035  3.18825  5.35108  0.197
H  -2.98003  2.81224  5.10882  0.243
H  -6.12184  2.48335  2.66944  0.197
H  -5.99720  3.01650  4.27773  0.114
C  -4.34190  4.74290  -2.77066  0.651
O  -3.33625  4.26912  -3.28994  -0.642
N  -5.16508  4.08630  -1.97338  -0.454
N  -4.95098  5.82642  -3.14630  -0.406
H  -6.13084  4.02040  -2.26160  0.210
H  -4.76658  3.41966  -1.32770  0.197
H  -4.71638  6.14844  -4.07440  0.225
H  -5.81327  6.05375  -2.67209  0.220
C  7.54238  1.42146  -0.30650  0.648
O  8.08455  0.46550  -0.83848  -0.666
N  6.28338  1.49541  -0.11352  -0.368
N  8.17474  2.39787  0.23677  -0.425
H  5.66377  0.90286  -0.64744  0.193
H  5.89353  2.10142  0.59420  0.184
H  7.62318  3.22777  0.40149  0.193
H  9.15352  2.56178  0.04909  0.242
C  2.92755  6.28310  -3.93313  0.583
O  2.74261  7.41875  -4.21381  -0.611
N  4.03156  5.73372  -3.39735  -0.430
N  1.94947  5.47057  -3.69228  -0.336
H  3.93999  4.73369  -3.50530  0.213
H  4.80558  6.29000  -3.73134  0.257
H  1.00595  5.77656  -3.88264  0.188
H  1.99959  4.52161  -3.35012  0.132
C  4.04811  -5.93859  0.51344  0.618
O  3.41308  -5.44234  1.41263  -0.650
N  4.19834  -5.54703  -0.71697  -0.385
N  4.75611  -7.02640  0.81305  -0.447
H  4.92675  -5.99918  -1.25090  0.196
H  3.85363  -4.60681  -0.84837  0.258
H  4.66419  -7.31517  1.77651  0.226
H  5.58601  -7.29962  0.30639  0.183
C  -7.31388  -2.87507  3.48448  0.643
O  -7.70674  -2.83782  4.67171  -0.684
N  -7.87057  -3.53322  2.55759  -0.332
N  -6.30733  -2.14112  3.04147  -0.371
H  -7.43378  -3.53170  1.64692  0.157
H  -8.59631  -4.22604  2.67335  0.226
H  -6.03140  -2.12176  2.07009  0.168
H  -5.97363  -1.38100  3.61677  0.191
C  3.00109  1.16735  -5.99507  0.700
O  1.84453  0.80935  -5.85596  -0.669
N  3.32896  1.93722  -7.03861  -0.440
N  3.93335  0.93377  -5.16807  -0.392
H  4.22196  2.26224  -7.38068  0.164
H  2.50671  2.16587  -7.57872  0.218
H  4.82032  1.40037  -5.29322  0.186
H  3.57943  0.43907  -4.36178  0.237



ORCA calculation (ωB97M-V/def2-TZVPD) on 10 unconnected molecules or ions with the total composition C10H40N20O10.

Results
* net charge: 0
* LUMO energy: 0.155 eV
* orbital gap: 9.63 eV
* E: -61298.805 eV
* SMILES: NC(N)=O.NC(N)=O.NC(N)=O.NC(N)=O.NC(N)=O.NC(N)=O.NC(N)=O.NC(N)=O.NC(N)=O.NC(N)=O

Each line ends with the Mulliken charge.
Cartesian coordinates (Å):
C  5.77281  -5.03204  4.79666  0.599
O  5.19480  -4.64349  3.77885  -0.641
N  7.02230  -4.63683  5.21847  -0.449
N  5.26085  -5.92415  5.62523  -0.378
H  7.34015  -3.91512  4.58743  0.235
H  7.40011  -4.63961  6.15515  0.213
H  5.85478  -6.05931  6.43089  0.178
H  4.29869  -6.17680  5.45055  0.243
C  7.47926  0.56396  -0.29330  0.619
O  7.74866  0.75802  0.81163  -0.630
N  6.87900  -0.48841  -0.66757  -0.376
N  7.96014  1.21570  -1.25782  -0.391
H  6.71131  -0.66590  -1.64761  0.156
H  6.43250  -1.03473  0.05511  0.216
H  8.53860  1.95594  -0.88700  0.221
H  7.74269  1.29603  -2.24085  0.185
C  -9.82082  0.99862  -3.46539  0.583
O  -9.71450  1.54359  -4.54383  -0.639
N  -10.68034  0.01104  -3.21413  -0.425
N  -9.09559  1.49797  -2.47788  -0.356
H  -10.79649  -0.63488  -3.98186  0.254
H  -10.47846  -0.43749  -2.33200  0.216
H  -9.11582  1.12383  -1.53995  0.151
H  -8.46516  2.27704  -2.60324  0.216
C  -0.71935  0.25990  -0.27286  0.610
O  -0.11431  1.04126  0.49333  -0.673
N  -0.27374  -0.92290  -0.65577  -0.382
N  -1.95993  0.40864  -0.56634  -0.364
H  0.63245  -1.17677  -0.28908  0.208
H  -0.52868  -1.52614  -1.42468  0.197
H  -2.43829  1.21853  -0.19844  0.217
H  -2.37900  -0.11227  -1.32340  0.187
C  -1.21007  -7.04787  3.36359  0.579
O  -0.48706  -7.16259  4.29983  -0.612
N  -2.48901  -7.45373  3.25440  -0.398
N  -0.83709  -6.50652  2.25042  -0.407
H  -2.96064  -7.47569  2.36155  0.176
H  -2.94520  -8.03739  3.94094  0.219
H  0.08513  -6.10543  2.34391  0.240
H  -1.49322  -6.10723  1.59455  0.203
C  5.03285  3.47210  6.64752  0.669
O  4.51471  3.81149  7.73108  -0.653
N  6.27718  3.73529  6.21000  -0.405
N  4.36037  2.86288  5.72417  -0.374
H  6.78939  4.38936  6.78440  0.221
H  6.55447  3.22816  5.38173  0.170
H  4.87145  2.42879  4.96888  0.162
H  3.37240  3.05194  5.63321  0.210
C  -5.66001  -4.80185  -3.33632  0.672
O  -5.03603  -5.06572  -2.34647  -0.665
N  -6.91577  -4.90856  -3.51856  -0.409
N  -5.05812  -4.53684  -4.42887  -0.455
H  -7.38825  -5.40278  -2.77518  0.221
H  -7.36839  -4.67348  -4.39032  0.186
H  -5.51737  -4.74325  -5.30442  0.204
H  -4.07637  -4.69201  -4.24942  0.246
C  -7.02589  7.90157  -1.64376  0.576
O  -6.45616  6.83596  -1.67025  -0.634
N  -7.76777  8.28365  -2.63493  -0.415
N  -7.42970  8.51451  -0.58542  -0.334
H  -8.09396  9.23594  -2.71762  0.212
H  -7.42379  7.95890  -3.52730  0.240
H  -7.76191  9.45256  -0.75802  0.151
H  -7.23161  8.37835  0.39556  0.203
C  2.15265  -3.35648  -5.35085  0.646
O  1.24069  -3.92019  -4.90707  -0.604
N  3.31115  -3.22039  -4.79417  -0.405
N  2.10076  -2.62277  -6.41497  -0.406
H  4.06630  -2.80874  -5.32370  0.167
H  3.38690  -3.71650  -3.91768  0.220
H  2.92157  -2.11113  -6.70585  0.158
H  1.28591  -2.83525  -6.97261  0.222
C  4.40634  7.05693  0.48610  0.677
O  4.87368  6.66548  -0.62196  -0.683
N  4.95188  8.12746  1.05193  -0.407
N  3.51291  6.46731  1.25686  -0.371
H  5.82063  8.40925  0.62069  0.221
H  4.60158  8.48137  1.93064  0.168
H  3.28093  6.86447  2.15605  0.174
H  3.17290  5.55513  0.98774  0.219



| no. | HOMO (Ha) |
| --- | --- |
| 1 | -0.3460 |
| 2 | -0.3483 |